{"formula": "C4H8N2", "method": "wB97M-V/def2-TZVPD", "elements": ["C", "N", "C", "C", "C", "N", "H", "H", "H", "H", "H", "H", "H", "H"], "xyz": [[1.51, -0.90, 0.48], [0.67, 0.06, 0.80], [-0.56, 0.35, 0.30], [-1.28, -0.61, -0.59], [-1.16, 1.55, 0.77], [-1.65, 2.54, 1.13], [1.21, -1.65, -0.25], [2.48, -0.90, 0.93], [1.50, 0.49, -1.54], [1.02, 0.74, 1.46], [0.88, 0.91, -1.53], [-2.06, -0.08, -1.14], [-0.61, -1.07, -1.32], [-1.76, -1.42, -0.02]], "total_energy_ev": -7254.955, "gap_ev": 8.1325}